Formula: C5H11N2O4P
Source: the OMol25 dataset
Level of theory: ωB97M-V with the def2-TZVPD basis set

Results
⟨S²⟩: 2.014
HOMO-LUMO gap (spin up / spin down): 5.1 / 6.2 eV
E_HOMO (spin up / spin down): -6.0174 / -8.5344 eV

```
! wB97M-V def2-TZVPD RIJCOSX def2/J DEFGRID3
* xyz 0 3
C 2.500 -0.273 0.714
C 4.081 -0.238 0.677
C -1.574 -2.090 0.375
C -3.473 1.428 -1.736
C 1.853 0.984 0.974
N -0.716 1.223 0.856
N 0.610 1.424 1.001
O 1.964 -1.372 0.590
O -3.689 1.173 1.211
O -2.681 -1.293 0.899
O -2.904 0.288 -1.137
P -2.736 0.242 0.482
H 4.417 0.270 1.665
H 4.311 0.429 -0.175
H 4.483 -1.272 0.354
H -1.029 -2.625 1.224
H -0.887 -1.542 -0.146
H -1.900 -2.845 -0.389
H -2.773 2.081 -2.380
H -4.120 2.092 -1.148
H -4.237 1.271 -2.602
H 2.599 1.856 1.056
H -0.943 2.130 1.112
*
```


Formula: C5H11N2OS
Source: the OMol25 dataset
Level of theory: ωB97M-V with the def2-TZVPD basis set

Results
HOMO-LUMO gap: 8.6 eV
E_HOMO: -12.8720 eV

```
! wB97M-V def2-TZVPD RIJCOSX def2/J DEFGRID3
* xyz 1 1
C -0.461 0.165 0.244
C 0.542 -0.549 -0.615
C -2.852 -0.527 -0.234
C 2.881 -0.051 0.492
C 1.977 -0.017 -0.779
N -1.809 0.236 -0.329
N -0.266 1.323 0.949
O -3.971 -0.017 -0.629
S -0.023 -1.469 0.785
H 0.170 -1.050 -1.462
H -2.821 -1.379 0.344
H 2.759 0.706 1.239
H 3.885 -0.156 0.054
H 2.582 -1.037 0.844
H 2.547 -0.715 -1.475
H 1.853 0.975 -1.236
H -2.013 1.252 -0.494
H -1.031 1.648 1.646
H 0.735 1.382 1.254
H -4.684 -0.721 -0.597
*
```


Formula: C5H11N2P
Source: the OMol25 dataset
Level of theory: ωB97M-V with the def2-TZVPD basis set

Results
HOMO-LUMO gap (spin up / spin down): 7.7 / 7.2 eV
E_HOMO (spin up / spin down): -6.9291 / -6.6461 eV

```
! wB97M-V def2-TZVPD RIJCOSX def2/J DEFGRID3
* xyz 0 1
C 1.255 0.607 -0.195
C -0.764 -0.997 0.003
C 2.680 0.353 -0.360
C -0.096 -1.347 1.279
C -2.103 0.408 -1.446
N 0.706 1.518 0.471
N -1.567 0.138 -0.095
P -1.012 1.625 0.609
H -0.756 -1.786 -0.796
H 2.813 -0.600 0.106
H 3.113 1.131 0.086
H 3.037 0.423 -1.329
H 0.885 -1.863 1.115
H -0.642 -1.981 1.895
H 0.062 -0.422 1.732
H -2.735 -0.397 -1.835
H -2.566 1.372 -1.300
H -1.108 0.615 -1.983
H -1.203 1.203 2.043
*
```


> Number 3 is which compound?

C5H11N2P